DFT (wB97M-V/def2-TZVPD) results for 2 unconnected molecules or ions with the total composition C3HCl2NO at a distorted geometry.

For the HOMO-LUMO gap (spin up / spin down), the calculation gives 7.41 / 7.41 eV. The net charge is 0. The relative energy (zero: lowest compared OMol25 entry of this formula, charge and spin) is 363.4 kJ/mol. For the molecular weight, the calculation gives 138.0 g/mol. Its LUMO energy (spin up / spin down) is -2.57 / -2.57 eV. The calculation puts the highest occupied orbital energy (spin up / spin down) at -9.98 / -9.98 eV.

Geometry as XYZ:
```
8
Properties=species:S:1:pos:R:3:forces:R:3
C -1.2726 1.6032 0.4069 2.0 -1.4 0.2
C 0.7649 -0.1412 0.6814 2.2 3.5 4.3
C 0.3589 -0.5666 -0.5644 -0.4 -2.7 -4.1
N -2.1101 2.2405 0.8752 -0.7 0.5 0.2
O 1.4400 0.0217 1.6010 -2.1 -0.8 -2.3
Cl 1.5561 -1.8497 -1.2232 0.0 0.5 0.7
Cl -1.1506 -1.4091 -0.3386 -0.5 0.0 -0.1
H 0.4134 0.1013 -1.4382 -0.5 0.5 1.2
```
Forces are in eV/Å.

Atomic partial charges in e from the natural (NBO) method, atoms 1 to 4:
1. C -0.138
2. C 0.874
3. C -0.418
4. N -0.524



DFT (wB97M-V/def2-TZVPD) results for C3HCl2NS in the gas phase at a distorted geometry.

For the HOMO-LUMO gap, the calculation gives 8.34 eV. The net charge is 0. The relative energy (zero: lowest compared OMol25 entry of this formula, charge and spin) is 34.6 kJ/mol. The SMILES is N#C[C@@H](Cl)C(=S)Cl. For the molecular weight, the calculation gives 154.0 g/mol. Its LUMO energy is -1.87 eV. The calculation puts the highest occupied orbital energy at -10.21 eV.

Geometry as XYZ:
```
8
Properties=species:S:1:pos:R:3:forces:R:3
C 0.7827 -0.7264 0.9284 -0.3 0.4 -0.3
C -0.9025 0.7040 -0.1160 -0.4 1.2 -0.6
C 0.4194 0.0113 -0.2035 1.7 -0.7 -3.9
N 1.1733 -1.1836 1.8825 0.8 -1.3 2.2
S -0.9389 2.3270 -0.0172 -0.4 -1.5 0.1
Cl -2.2776 -0.4006 -0.2372 0.7 1.0 0.4
Cl 0.3742 -1.3063 -1.6600 0.0 1.2 1.2
H 1.3692 0.5746 -0.5770 -2.3 -0.3 0.9
```
Forces are in eV/Å.

Atomic partial charges in e from the natural (NBO) method, atoms 1 to 4:
1. C 0.219
2. C -0.194
3. C -0.316
4. N -0.225



DFT (wB97M-V/def2-TZVPD) results for C3HCl3O in the gas phase at a distorted geometry.

For the HOMO-LUMO gap (spin up / spin down), the calculation gives 8.23 / 8.23 eV. The net charge is 0. The relative energy (zero: lowest compared OMol25 entry of this formula, charge and spin) is 318.0 kJ/mol. The SMILES is ClC1=C(Cl)[C@@H](Cl)O1. For the molecular weight, the calculation gives 159.4 g/mol. Its LUMO energy (spin up / spin down) is -0.29 / -0.28 eV. The calculation puts the highest occupied orbital energy (spin up / spin down) at -8.52 / -8.52 eV.

Geometry as XYZ:
```
8
Properties=species:S:1:pos:R:3:forces:R:3
C 0.1331 -0.7759 -0.2548 7.0 4.0 -0.5
C 1.1151 0.4706 -0.1086 -7.2 -4.0 0.5
C -0.9338 0.1193 0.2103 -1.1 -0.1 -1.4
O -0.0206 1.2412 0.3529 0.7 -0.6 0.2
Cl 0.5113 -2.0700 -1.3239 -0.9 0.1 0.6
Cl 2.6133 1.1646 -0.0624 0.1 -0.2 -0.3
Cl -1.6682 -0.4076 1.7857 0.3 0.6 -0.9
H -1.7503 0.2578 -0.5992 1.1 0.3 1.7
```
Forces are in eV/Å.

Atomic partial charges in e from the natural (NBO) method, atoms 1 to 4:
1. C -0.205
2. C 0.216
3. C 0.048
4. O -0.492



DFT (wB97M-V/def2-TZVPD) results for C3HClF2 in the gas phase at a distorted geometry.

For the HOMO-LUMO gap, the calculation gives 12.03 eV. The net charge is 0. The relative energy (zero: lowest compared OMol25 entry of this formula, charge and spin) is 42.1 kJ/mol. The SMILES is C#CC(F)(F)Cl. For the molecular weight, the calculation gives 110.5 g/mol. Its LUMO energy is 0.63 eV. The calculation puts the highest occupied orbital energy at -11.41 eV.

Geometry as XYZ:
```
7
Properties=species:S:1:pos:R:3:forces:R:3
C 0.8557 0.3095 -0.0219 -2.1 1.1 0.7
C -0.5329 -0.3473 0.0515 1.6 -0.3 -0.4
C -1.6877 -0.6745 -0.0057 1.8 0.4 0.2
H -2.6878 -0.9595 0.0204 -1.0 -0.3 0.0
F 0.7252 1.1462 -1.1145 1.1 -0.8 1.1
F 0.8898 1.1088 1.1157 0.4 -0.6 -1.3
Cl 2.4377 -0.5832 -0.0455 -1.8 0.5 -0.3
```
Forces are in eV/Å.

Atomic partial charges in e from the natural (NBO) method, atoms 1 to 4:
1. C 0.634
2. C -0.091
3. C -0.155
4. H 0.238



DFT (wB97M-V/def2-TZVPD) results for 2 unconnected molecules or ions with the total composition C3HClO2 at a distorted geometry.

For the HOMO-LUMO gap (spin up / spin down), the calculation gives 5.31 / 5.34 eV. The net charge is 0. The relative energy (zero: lowest compared OMol25 entry of this formula, charge and spin) is 383.4 kJ/mol. For the molecular weight, the calculation gives 104.5 g/mol. Its LUMO energy (spin up / spin down) is -2.91 / -2.90 eV. The calculation puts the highest occupied orbital energy (spin up / spin down) at -8.22 / -8.24 eV.

Geometry as XYZ:
```
7
Properties=species:S:1:pos:R:3:forces:R:3
C 1.9601 -0.1032 -0.3628 -3.5 -2.1 1.5
C 0.9828 -0.7820 0.1072 3.1 1.8 -2.4
C -1.9387 0.2936 0.2712 -1.1 -0.3 -1.3
O -3.0787 0.1886 0.0148 2.3 -0.4 1.0
O 0.0049 -1.4689 0.2095 -1.9 0.0 0.9
Cl -0.7988 1.4965 0.2386 -0.1 0.3 0.2
H 2.8685 0.3755 -0.4786 1.2 0.6 0.2
```
Forces are in eV/Å.

Atomic partial charges in e from the natural (NBO) method, atoms 1 to 4:
1. C -0.446
2. C 0.396
3. C 0.571
4. O -0.395



DFT (wB97M-V/def2-TZVPD) results for a molecular structure, C3HCoO3 at a distorted geometry.

For the HOMO-LUMO gap (spin up / spin down), the calculation gives 8.45 / 6.97 eV. The net charge is +1. The relative energy (zero: lowest compared OMol25 entry of this formula, charge and spin) is 474.9 kJ/mol. For the molecular weight, the calculation gives 144.0 g/mol. The expectation value of S² is 3.80. Its spin multiplicity is 4. Its LUMO energy (spin up / spin down) is -5.64 / -6.51 eV. The calculation puts the highest occupied orbital energy (spin up / spin down) at -14.09 / -13.49 eV.

Geometry as XYZ:
```
8
Properties=species:S:1:pos:R:3:forces:R:3
C 0.6882 1.7036 1.1448 3.4 -4.4 -0.8
C -0.5098 1.5851 0.7124 -1.2 0.4 -0.1
O -1.0001 0.6144 -0.1534 -0.4 0.8 0.9
C -0.3403 -0.5015 -0.3152 3.5 1.7 -0.7
O -0.7248 -1.2396 -1.2428 0.6 3.9 2.7
Co -0.7015 -2.8986 -1.6207 0.0 -4.0 -1.0
O 1.7348 1.0590 1.2488 -2.5 3.4 0.6
H 0.8535 -0.3225 0.2260 -3.5 -1.8 -1.5
```
Forces are in eV/Å.

Atomic partial charges in e from the natural (NBO) method, atoms 1 to 4:
1. C 0.504
2. C 0.221
3. O -0.428
4. C 0.661



DFT (wB97M-V/def2-TZVPD) results for C3HF2N in the gas phase at a distorted geometry.

For the HOMO-LUMO gap, the calculation gives 10.64 eV. The net charge is 0. The relative energy (zero: lowest compared OMol25 entry of this formula, charge and spin) is 66.2 kJ/mol. The SMILES is N#C/C(F)=C/F. For the molecular weight, the calculation gives 89.0 g/mol. Its LUMO energy is 0.21 eV. The calculation puts the highest occupied orbital energy at -10.43 eV.

Geometry as XYZ:
```
7
Properties=species:S:1:pos:R:3:forces:R:3
C 0.0669 -0.1969 -1.0163 0.6 -1.1 2.0
C 0.0525 -0.2707 0.3419 0.1 -1.3 -3.4
C -0.2193 0.8297 1.1202 0.7 -1.3 -1.1
H 0.2387 0.7136 -1.5249 -0.4 0.8 -0.5
N -0.4389 1.6422 1.8569 -0.9 3.2 2.6
F 0.1437 -1.2948 -1.7618 0.1 0.2 0.2
F 0.1563 -1.4232 0.9840 -0.2 -0.5 0.2
```
Forces are in eV/Å.

Atomic partial charges in e from the natural (NBO) method, atoms 1 to 4:
1. C 0.240
2. C 0.201
3. C 0.180
4. H 0.189



DFT (wB97M-V/def2-TZVPD) results for a molecular structure, C3HF2N at a distorted geometry.

For the HOMO-LUMO gap, the calculation gives 8.94 eV. The net charge is 0. The relative energy (zero: lowest compared OMol25 entry of this formula, charge and spin) is 293.6 kJ/mol. For the molecular weight, the calculation gives 89.0 g/mol. Its LUMO energy is -0.47 eV. The calculation puts the highest occupied orbital energy at -9.41 eV.

Geometry as XYZ:
```
7
Properties=species:S:1:pos:R:3:forces:R:3
C 1.0360 -0.1100 -0.0487 -0.9 1.0 -0.4
C -0.0057 0.7030 -0.1748 0.3 3.7 1.4
C -0.8731 -0.5404 -0.0184 1.0 -0.3 0.2
N 0.1175 -1.3339 0.0414 -1.1 -0.7 -0.1
F -0.2288 2.1144 0.0965 0.5 -3.6 -1.0
F -2.1481 -0.7384 0.0786 0.1 -0.1 -0.1
H 2.1022 -0.0946 0.0253 0.2 0.0 0.1
```
Forces are in eV/Å.

Atomic partial charges in e from the natural (NBO) method, atoms 1 to 4:
1. C -0.056
2. C 0.238
3. C 0.617
4. N -0.448



DFT (wB97M-V/def2-TZVPD) results for a gas-phase ion, C3HF3IO3 (charge -1) at a distorted geometry.

For the HOMO-LUMO gap (spin up / spin down), the calculation gives 7.37 / 7.37 eV. The net charge is -1. The relative energy (zero: lowest compared OMol25 entry of this formula, charge and spin) is 337.8 kJ/mol. For the molecular weight, the calculation gives 268.9 g/mol. Its LUMO energy (spin up / spin down) is 2.50 / 2.50 eV. The calculation puts the highest occupied orbital energy (spin up / spin down) at -4.88 / -4.88 eV.

Geometry as XYZ:
```
11
Properties=species:S:1:pos:R:3:forces:R:3
C 0.3747 -2.8084 -0.5066 -2.4 1.2 -0.8
C -0.9717 -2.0149 -0.4260 -0.5 1.1 1.6
C -2.2911 -2.3069 -1.1162 0.5 0.8 -0.2
O 0.2463 -3.6856 -1.3356 0.5 -2.0 -1.4
O 1.2568 -2.3877 0.2003 2.1 0.3 1.3
O -0.1184 1.1763 0.4725 -0.3 -0.8 -0.2
F -2.3666 -2.0873 -2.4673 0.7 -0.4 0.4
F -2.6530 -3.5960 -0.9388 -0.3 0.6 0.1
F -3.2669 -1.4594 -0.6632 -0.2 -0.8 0.3
I -0.9409 -0.7022 1.1084 0.0 -0.2 -1.4
H 0.3151 0.8893 -0.3529 0.0 0.2 0.4
```
Forces are in eV/Å.

Atomic partial charges in e from the natural (NBO) method, atoms 1 to 4:
1. C 0.738
2. C -0.597
3. C 0.926
4. O -0.721



DFT (wB97M-V/def2-TZVPD) results for a molecular structure, C3HF3N2O2S at a distorted geometry.

For the HOMO-LUMO gap, the calculation gives 9.56 eV. The net charge is 0. For the molecular weight, the calculation gives 186.1 g/mol. Its LUMO energy is -1.09 eV. The calculation puts the highest occupied orbital energy at -10.65 eV.

Geometry as XYZ:
```
12
Properties=species:S:1:pos:R:3:forces:R:3
C -0.3305 -0.5264 -0.2782 -0.3 1.4 2.1
C -0.3041 1.8501 -0.9388 0.4 3.1 -1.0
C -0.6730 3.7182 -1.3932 1.3 -4.8 -0.4
N 0.0472 -0.3104 -1.4198 0.4 0.0 -2.5
N -0.1398 1.0227 -1.8618 0.0 1.4 -0.8
O -1.8753 1.5297 0.9946 -0.8 -0.8 0.0
O 0.4417 1.2944 1.6617 0.5 -0.8 -0.3
F -1.8465 3.8376 -0.8865 -1.0 1.1 0.5
F 0.2190 4.5497 -0.9601 0.2 0.3 1.0
F -0.6769 3.8045 -2.7076 -0.4 -0.3 0.0
S -0.5631 1.0680 0.6720 -0.2 1.5 -0.3
H -0.1057 -1.4634 0.0751 0.0 -2.0 1.6
```
Forces are in eV/Å.

Atomic partial charges in e from the natural (NBO) method, atoms 1 to 4:
1. C -0.152
2. C -0.110
3. C 1.077
4. N -0.194